Record 1
Entry from the Open Molecules 2025 dataset: a gas-phase ion, C3H7IN (charge +1) in a non-equilibrium geometry (the ωB97M-V functional and the def2-TZVPD basis).

Geometry (Å):
1 I 1.76021 1.02004 1.61243
2 N -0.53332 -0.31500 -0.03919
3 C 0.00490 -0.18891 1.47265
4 C -0.36025 0.81520 -0.98340
5 C 0.45397 -0.36953 -1.14757
6 H 0.17698 1.56438 -0.39033
7 H -1.32917 -0.87985 -0.30057
8 H 1.55329 -0.34782 -0.84934
9 H -1.36493 1.18022 -1.39131
10 H -0.96592 0.06439 2.09519
11 H 0.33652 -1.28827 -1.74258
12 H 0.26772 -1.25484 1.66402

Energy relative to the best compared isomer or geometry (same formula, charge and spin) ... 2.3745 eV
E ... -12806.1143 eV
HOMO level ... -14.21 eV
Lowest unoccupied orbital energy ... -3.93 eV
Total charge ... +1
SMILES string ... IC[NH+]1CC1
Molecular weight ... 184.0 g mol⁻¹

=====

Record 2
Entry from the Open Molecules 2025 dataset: a molecular structure, CH3NOP2S in a non-equilibrium geometry (the ωB97M-V functional and the def2-TZVPD basis).

Geometry (Å):
1 S -0.07576 -0.14181 1.77332
2 P 1.28552 1.23592 1.23622
3 P -0.23364 0.96850 -1.77548
4 O 0.38119 1.88694 -0.75657
5 N -0.96232 -0.28314 -1.15379
6 C -0.84091 -1.00986 -0.11737
7 H -1.77004 -1.33810 0.35484
8 H -0.02670 -1.69694 0.11113
9 H 2.24265 0.37848 0.32770

Energy relative to the best compared isomer or geometry (same formula, charge and spin) ... 2.1116 eV
E ... -34034.4230 eV
HOMO level ... -8.86 eV
Lowest unoccupied orbital energy ... -1.33 eV
Molecular weight ... 139.1 g mol⁻¹

=====

Record 3
Entry from the Open Molecules 2025 dataset: a molecular structure, C4H12N4 in a non-equilibrium geometry (the ωB97M-V functional and the def2-TZVPD basis).

Geometry (Å):
1 N -0.97982 0.10114 0.41485
2 N -0.31563 0.66270 -0.68620
3 N -1.25958 -2.09579 -0.42524
4 N -0.70461 -1.72996 1.85201
5 C 1.18703 0.20343 -0.65338
6 C -0.55234 2.09340 -0.74874
7 C -0.66881 -1.25301 0.53630
8 C 2.14126 1.03491 -0.10574
9 H 0.19775 -1.90977 2.26703
10 H 1.43870 -0.20537 -1.63153
11 H 3.08921 1.20364 -0.59394
12 H -1.61368 2.26751 -0.92684
13 H -0.58616 -2.67782 -0.90640
14 H -1.33779 -2.50338 1.99340
15 H 1.97840 1.56036 0.82748
16 H 0.03005 2.49547 -1.57413
17 H -0.80379 0.59406 1.29814
18 H 0.80138 -0.89389 0.01001
19 H -0.26197 2.62247 0.17109
20 H -1.77960 -1.57008 -1.11816

Energy relative to the best compared isomer or geometry (same formula, charge and spin) ... 4.6046 eV
E ... -10298.6670 eV
HOMO level (spin up / spin down) ... -6.87 / -6.88 eV
Lowest unoccupied orbital energy (spin up / spin down) ... 0.61 / 0.61 eV
Molecular weight ... 116.2 g mol⁻¹